*1*
Computed, not measured: C5H7FO2 in the gas phase, with ωB97M-V with the def2-TZVPD basis set.

E_HOMO = -9.795 eV
SMILES string = CO[C@@H](C=O)/C=C\F
Kohn-Sham gap = 10.637 eV
total charge = 0

XYZ file:
```
15
C5H7FO2 ωB97M-V with the def2-TZVPD basis set
C 0.61480 2.07369 0.59857
C 0.28468 -0.12225 -0.45696
C 1.70744 -0.62576 -0.46178
C -0.55488 -0.68444 0.67545
C -1.86480 -0.67615 0.53687
H 0.79242 3.09207 0.22354
H -0.24505 2.06236 1.28695
H 1.46736 1.60672 1.14046
H -0.20131 -0.49264 -1.40754
H 2.40937 -0.09687 -1.15317
H -0.07222 -1.05353 1.55658
H -2.58560 -1.03052 1.32268
O 0.31999 1.30219 -0.56501
O 2.07439 -1.54986 0.22962
F -2.42706 -0.21076 -0.62659
```

*2*
Computed, not measured: C5H7FO2 in the gas phase, with ωB97M-V with the def2-TZVPD basis set.

E_HOMO = -9.565 eV
SMILES string = C/C(F)=C(\C=O)CO
Kohn-Sham gap = 9.660 eV
total charge = 0

XYZ file:
```
15
C5H7FO2 ωB97M-V with the def2-TZVPD basis set
C -0.32804 0.99985 2.20789
C 0.33519 0.53840 0.84062
C -0.16519 -0.09715 -0.32569
C 1.01212 -0.75758 -1.15130
C -1.48411 -0.61540 -0.54375
H -0.13140 2.08903 2.60293
H -1.43731 0.60095 2.12106
H 0.23933 0.45947 2.89845
H 0.80356 -1.80681 -1.18665
H 1.91200 -0.26934 -0.69397
H 1.74699 -0.25006 -2.97507
H -1.63229 -1.13055 -1.55710
O 0.72934 -0.37137 -2.49085
O -2.29003 -0.55004 0.34973
F 1.64054 0.80777 1.08363
```

*1* ends up most stable, edging out the next structure by 31.0 kcal/mol.

*1*
Computed, not measured: a molecular structure, C6H9NO2, with ωB97M-V with the def2-TZVPD basis set.

E_HOMO = -9.051 eV
Kohn-Sham gap = 9.900 eV
total charge = 0

XYZ file:
```
18
C6H9NO2 ωB97M-V with the def2-TZVPD basis set
C -0.09143 -1.14324 -0.51088
C 0.69164 -1.05980 0.88450
C 0.80422 -0.18777 1.84485
C -0.87319 0.88267 0.79821
C -1.49849 1.54884 -0.33148
C -0.47416 0.40241 -0.42742
H 1.33779 -0.87649 -1.90110
H 0.28361 -2.03576 -2.59916
H -1.04018 -1.77317 -0.53294
H 1.56765 -1.67892 0.93486
H 1.79988 -0.08597 2.48277
H -1.62978 0.13671 1.11278
H -2.51628 1.77161 -0.63514
H -0.84662 2.38829 -0.87756
H 0.91146 1.35737 0.37252
N 0.72332 -1.61173 -1.61286
O 0.12026 1.09147 1.79226
O 0.73027 0.87348 -0.79421
```

*2*
Computed, not measured: a molecular structure, C6H9NO2, with ωB97M-V with the def2-TZVPD basis set.

E_HOMO = -8.372 eV
Kohn-Sham gap = 9.326 eV
total charge = 0

XYZ file:
```
18
C6H9NO2 ωB97M-V with the def2-TZVPD basis set
C 2.75391 -0.76397 0.18112
C 0.85367 0.60007 -0.10237
C 0.09923 1.68078 -0.27588
C -1.21275 1.18748 0.18044
C -0.12924 -0.39225 0.46579
C -1.28715 -0.20798 -0.58332
H 2.56324 -0.74829 1.27561
H 2.34147 -1.72010 -0.23017
H 3.83337 -0.69004 -0.01654
H 0.28894 2.66068 -0.68336
H -2.05707 1.88149 0.28537
H 0.13907 -1.39600 0.81522
H -0.98348 -0.24531 -1.64329
H -2.80872 -0.84042 0.60209
H -3.20214 -0.76713 -0.95780
N -2.44046 -1.06653 -0.33376
O 2.14969 0.40072 -0.34805
O -0.90159 0.42684 1.36889
```

*2* ends up most stable, edging out the next structure by 93.4 kcal/mol.

*1*
Computed, not measured: C5H7Cl2N in the gas phase, with ωB97M-V with the def2-TZVPD basis set.

E_HOMO = -9.016 eV
SMILES string = NC/C(Cl)=C/C=C\Cl
Kohn-Sham gap = 9.781 eV
total charge = 0

XYZ file:
```
15
C5H7Cl2N ωB97M-V with the def2-TZVPD basis set
C -2.23902 0.20273 0.88407
C -0.94468 0.33781 0.13803
C -0.14233 1.40063 0.10017
C 1.12619 1.45469 -0.56136
C 2.17216 0.63025 -0.46395
H -3.64146 0.70886 -0.43583
H -3.26643 -0.83151 -0.57899
H -2.15960 -0.60424 1.62846
H -2.39780 1.16782 1.43243
H -0.45614 2.31252 0.58370
H 1.26646 2.27659 -1.30177
H 3.01632 0.68716 -1.15581
N -3.38783 -0.07742 0.07632
Cl -0.54909 -1.07403 -0.72456
Cl 2.40318 -0.65138 0.64878
```

*2*
Computed, not measured: 2 unconnected molecules or ions with the total composition C5H7Cl2N, with ωB97M-V with the def2-TZVPD basis set.

E_HOMO = -9.087 eV
SMILES string = CC=C(Cl)Cl.CC#N
Kohn-Sham gap = 9.681 eV
total charge = 0

XYZ file:
```
15
C5H7Cl2N ωB97M-V with the def2-TZVPD basis set
C -0.17026 1.69857 0.32906
C -0.09218 -1.60286 0.58913
C 0.75403 -0.85526 -0.08597
C 0.86477 2.41729 -0.38468
C -1.47065 -1.81747 0.07570
N -1.04063 1.14484 0.83018
Cl 2.41673 -0.69930 0.39692
Cl 0.46062 -0.68605 -1.74854
H 0.25952 -1.65525 1.65775
H 0.60293 3.48324 -0.46949
H 1.02221 2.00863 -1.41144
H 1.82851 2.15668 0.25285
H -1.51088 -2.13139 -0.88618
H -1.92487 -0.82288 0.27636
H -1.99985 -2.63880 0.57834
```

*1* ends up most stable, edging out the next structure by 17.3 kcal/mol.

*1*
Computed, not measured: a molecular structure, C17H16N7O4RuS5, with ωB97M-V with the def2-TZVPD basis set.

E_HOMO (alpha / beta) = -8.289 / -8.524 eV
Kohn-Sham gap (alpha / beta) = 8.084 / 5.894 eV
2S+1 = 6
total charge = 0

XYZ file:
```
50
C17H16N7O4RuS5 ωB97M-V with the def2-TZVPD basis set
Ru 1.56331 0.01146 1.24562
O -0.83119 5.19936 -1.00488
C 0.33721 5.45746 -0.45718
O 0.75441 6.57856 -0.30488
C 1.16011 4.29956 0.00632
C 2.38271 4.44776 0.64752
N 2.82421 3.22756 0.96882
N 1.96991 2.28316 0.58112
C 0.94231 2.90376 0.00062
C -0.17019 2.06056 -0.55448
O -1.07479 2.58956 -1.20318
O -0.06919 0.81986 -0.33058
H -1.03459 4.22276 -1.10188
H 2.92921 5.34396 0.86302
H 3.67301 2.99696 1.48692
S 5.17131 1.85526 2.92592
C 4.20261 0.67666 2.47032
N 3.45371 -0.16444 2.12582
C 0.84961 0.38126 -3.29478
N 1.49451 -0.45094 -2.29908
C 0.97641 -1.36634 -1.48288
S 2.05141 -2.00724 -0.29288
N -0.21209 -1.95264 -1.58278
C -1.39999 -1.47894 -2.26308
H 1.61241 1.01446 -3.73918
H 0.08741 1.02666 -2.85788
H 0.39961 -0.22864 -4.07448
H 2.41291 -0.13784 -2.00088
H -0.36449 -2.65564 -0.86838
H -1.32239 -1.62254 -3.34068
H -1.57659 -0.42634 -2.04068
H -2.24769 -2.05674 -1.90348
S -3.87259 -0.10564 0.12172
C -2.56059 -0.06424 1.11562
S -2.11729 1.41956 1.95322
C -0.64839 0.62056 2.50862
N -0.59739 -0.63474 2.14352
N -1.65839 -1.03554 1.41042
C -1.75799 -2.42614 1.17732
C -2.89169 -3.02694 0.63532
C -2.93799 -4.40164 0.48042
C -1.86779 -5.19204 0.86092
C -0.74039 -4.59524 1.40202
C -0.67469 -3.22424 1.55782
S 0.57251 1.34966 3.43032
H -3.74759 -2.43624 0.35482
H -3.82629 -4.85854 0.07012
H -1.92299 -6.26474 0.75192
H 0.09521 -5.20064 1.71302
H 0.20901 -2.77174 1.98882
```

*2*
Computed, not measured: a molecular structure, C17H16N7O4RuS5, with ωB97M-V with the def2-TZVPD basis set.

E_HOMO (alpha / beta) = -8.308 / -8.664 eV
Kohn-Sham gap (alpha / beta) = 7.958 / 6.242 eV
2S+1 = 6
total charge = 0

XYZ file:
```
50
C17H16N7O4RuS5 ωB97M-V with the def2-TZVPD basis set
Ru 2.18860 -0.02902 0.53950
O -2.40605 0.12387 4.18319
C -1.66538 -0.91462 4.50425
O -1.80821 -1.52157 5.53600
C -0.61501 -1.34241 3.53604
C 0.25022 -2.39661 3.77728
N 1.06631 -2.49458 2.72100
N 0.79671 -1.56984 1.80215
C -0.22201 -0.84886 2.26975
C -0.71123 0.29798 1.42351
O -1.62924 1.02078 1.82546
O -0.10983 0.45228 0.32504
H -2.17666 0.52944 3.29751
H 0.29399 -3.04411 4.63016
H 1.82845 -3.14447 2.58413
S 3.99365 -1.21905 4.74351
C 3.60559 -0.65884 3.31305
N 3.34247 -0.25718 2.23783
C -0.99822 3.91298 -1.01319
N -0.16443 3.27429 -0.02278
C 1.15508 3.17152 -0.10373
S 2.03150 2.46661 1.19760
N 1.81471 3.73672 -1.11483
C 3.25283 3.76128 -1.21782
H -1.99664 4.03138 -0.60082
H -1.07912 3.30948 -1.92355
H -0.60239 4.89778 -1.26735
H -0.64140 2.71871 0.68089
H 1.28646 3.99879 -1.93392
H 3.68207 4.04153 -0.25549
H 3.53940 4.49441 -1.96951
H 3.65100 2.78087 -1.49810
S -1.60591 1.07884 -3.26932
C -0.26725 0.31179 -2.69480
S 1.32224 1.04016 -2.58672
C 1.86481 -0.41196 -1.66089
N 0.94076 -1.34262 -1.65763
N -0.19945 -0.94376 -2.20450
C -1.26065 -1.87180 -2.29616
C -1.87982 -2.06007 -3.52511
C -2.89139 -2.99474 -3.63152
C -3.25908 -3.75147 -2.53016
C -2.62199 -3.56972 -1.31233
C -1.61745 -2.62614 -1.18805
S 3.53259 -0.70749 -1.34450
H -1.57048 -1.48661 -4.38574
H -3.38250 -3.13703 -4.58264
H -4.03827 -4.49188 -2.62851
H -2.90653 -4.16555 -0.45751
H -1.11286 -2.44948 -0.25066
```

*2* ends up most stable, edging out the next structure by 1.5 kcal/mol.

*1*
Computed, not measured: a molecular structure, C17H22IrN3O5S5, with ωB97M-V with the def2-TZVPD basis set.

E_HOMO = -8.233 eV
Kohn-Sham gap = 5.813 eV
total charge = 0

XYZ file:
```
53
C17H22IrN3O5S5 ωB97M-V with the def2-TZVPD basis set
Ir -0.54461 0.29768 0.52800
C 0.23300 -4.67241 3.94580
C -1.04599 -3.97269 4.39620
S -1.50423 -2.44859 3.54176
C -1.92718 -3.07570 1.90114
C -0.77428 -3.23335 0.91920
S 0.36538 -1.85677 0.62511
C 1.47333 -1.75322 2.06735
C 2.14264 -3.06706 2.47984
S 1.75215 -3.70216 4.12984
H 0.15930 -5.04628 2.92571
H 0.38271 -5.55176 4.57544
H -0.94709 -3.67858 5.44171
H -1.88816 -4.66630 4.33717
H -2.66466 -2.38840 1.49405
H -2.42135 -4.04372 2.01100
H -1.15937 -3.45658 -0.07812
H -0.11725 -4.05872 1.18876
H 0.94202 -1.30951 2.90266
H 2.21884 -1.04425 1.70228
H 3.21566 -2.88410 2.54957
H 2.03003 -3.85366 1.73161
S -4.65997 0.31344 2.72084
C -3.22398 0.17599 2.08255
N -2.14669 0.03871 1.59720
O -1.94153 0.06494 -3.04049
C -0.79626 0.25134 -2.76325
C 0.40055 0.51914 -3.67570
C 1.61931 0.75701 -2.76286
C 1.00698 0.58858 -1.42477
O 1.40452 0.70296 -0.21767
N -0.26527 0.24744 -1.44957
H 0.19805 1.39470 -4.29360
H 0.51939 -0.33703 -4.33874
H 2.04562 1.75068 -2.91770
H 2.42239 0.03184 -2.90431
N -1.23993 2.30370 0.41170
C -0.62664 3.13356 -0.61467
C 0.63994 3.65120 -0.39536
C 1.31731 4.22921 -1.45462
C 0.73819 4.25701 -2.71752
C -0.56990 3.83247 -2.89618
C -1.26366 3.26652 -1.83550
S 1.77993 4.58472 -4.14432
O 2.39438 3.26170 -4.30019
O 2.69647 5.61616 -3.71451
O 0.85759 4.93416 -5.20274
H -2.23892 2.22481 0.23014
H -1.15287 2.73738 1.32849
H 1.11272 3.55037 0.57489
H 2.32249 4.61257 -1.33261
H -1.01033 3.90566 -3.88221
H -2.26079 2.86517 -1.98281
```

*2*
Computed, not measured: a molecular structure, C17H22IrN3O5S5, with ωB97M-V with the def2-TZVPD basis set.

E_HOMO (alpha / beta) = -7.636 / -7.636 eV
Kohn-Sham gap (alpha / beta) = 5.151 / 5.151 eV
total charge = 0

XYZ file:
```
53
C17H22IrN3O5S5 ωB97M-V with the def2-TZVPD basis set
Ir 1.43048 0.73427 0.14115
C 0.68787 4.57998 -1.13457
C 0.52356 3.56878 -2.26649
S 0.06263 1.86258 -1.83220
C -1.55968 1.92295 -1.05133
C -1.62686 2.45675 0.35607
S -0.49602 1.60225 1.50589
C 0.24594 2.99691 2.43195
C 0.66786 4.24637 1.66245
S 1.73220 3.96249 0.21972
H -0.27939 4.87586 -0.73490
H 1.17966 5.47205 -1.52030
H 1.47297 3.42269 -2.78297
H -0.21411 3.93296 -2.98308
H -1.87310 0.87825 -1.05494
H -2.21956 2.48503 -1.71384
H -2.62964 2.27726 0.74433
H -1.41909 3.52018 0.40846
H 1.10591 2.54235 2.92207
H -0.48086 3.27934 3.19504
H 1.23976 4.87695 2.34233
H -0.19495 4.82325 1.33597
S 3.52729 1.35345 4.18678
C 3.12434 1.32387 2.63892
N 2.80284 1.31148 1.50638
O 2.51544 -0.40114 -1.60356
C 1.42329 -0.94424 -1.86926
C 1.04925 -1.80177 -3.04647
C -0.43304 -2.10289 -2.77655
C -0.77164 -1.29596 -1.52957
O -1.86180 -1.13455 -1.04854
N 0.40332 -0.71188 -1.05986
H 1.68796 -2.68140 -3.11333
H 1.20279 -1.21402 -3.95299
H -0.63981 -3.15606 -2.58700
H -1.09076 -1.78461 -3.58351
N 1.45123 -1.13937 1.56504
C 0.48974 -2.16241 1.32395
C -0.75634 -2.11106 1.93848
C -1.69633 -3.08699 1.66226
C -1.37966 -4.10796 0.77200
C -0.13850 -4.16317 0.15450
C 0.80072 -3.18595 0.43734
S -2.59269 -5.42302 0.47387
O -3.69783 -4.71994 -0.15110
O -2.84743 -5.89928 1.82070
O -1.88793 -6.35420 -0.38913
H 2.39925 -1.45137 1.38322
H 1.38170 -0.73576 2.49340
H -0.98778 -1.29331 2.61538
H -2.67598 -3.07514 2.12131
H 0.06333 -4.97250 -0.53567
H 1.77942 -3.19835 -0.03778
```

*1* ends up most stable, edging out the next structure by 26.8 kcal/mol.